# 1
Formula: C13H19BrClNO2
Source: OMol25
Level of theory: ωB97M-V/def2-TZVPD

HOMO-LUMO gap   7.98 eV
Maximum force   16.32 eV/A
ΔE to the lowest compared entry with this formula, charge and spin   226.3 kcal/mol
2S+1   1
SMILES   Cc1cc(Cl)cc(Br)c1OCCCNC[C@@H](C)O

```
37
C13H19BrClNO2 ωB97M-V/def2-TZVPD
C -2.012 -0.716 2.791
C -2.514 -0.554 1.344
C -3.159 -1.518 0.710
C -3.844 -1.492 -0.536
C -3.851 -0.413 -1.310
C -3.288 0.737 -0.492
C -2.684 0.563 0.855
O -1.998 1.774 1.173
C -0.755 2.149 0.684
C 0.405 1.010 0.990
C 1.659 1.719 0.472
N 2.646 0.629 0.642
H 3.682 0.802 0.629
C 2.821 -0.528 -0.102
C 3.219 -0.351 -1.726
C 3.654 -1.647 -2.146
H 2.993 -2.550 -2.171
H 3.917 -1.470 -3.234
H 4.725 -1.876 -1.844
O 2.165 0.310 -2.237
H 1.448 -0.393 -2.572
H 3.913 0.508 -1.441
H 1.809 -0.976 -0.086
H 3.448 -1.271 0.473
H 1.994 2.616 0.719
H 1.712 1.757 -0.630
H 0.065 -0.048 0.494
H 0.507 1.003 2.031
H -0.843 2.323 -0.178
H -0.417 2.999 1.392
Br -3.279 2.633 -1.447
H -4.391 -0.130 -2.239
Cl -4.658 -2.761 -1.238
H -3.392 -2.688 1.221
H -1.162 -1.340 2.642
H -2.699 -1.068 3.389
H -1.832 0.261 2.978
```



# 2
Formula: C3H7ClSi
Source: OMol25
Level of theory: ωB97M-V/def2-TZVPD

HOMO-LUMO gap   10.14 eV
Maximum force   4.13 eV/A
ΔE to the lowest compared entry with this formula, charge and spin   48.8 kcal/mol
2S+1   1
SMILES   C=C[SiH2]CCl

```
12
C3H7ClSi ωB97M-V/def2-TZVPD
C -0.997 -1.591 0.007
C -1.561 -0.386 -0.138
C 1.569 0.736 0.535
Si -0.364 0.954 -0.428
Cl 2.337 -0.556 -0.442
H -1.619 -2.525 -0.029
H -0.073 -1.635 0.428
H -2.579 -0.274 -0.253
H 1.615 0.289 1.510
H 2.276 1.537 0.530
H 0.230 1.209 -1.857
H -0.835 2.241 0.137
```



# 3
Formula: C7H10F2
Source: OMol25
Level of theory: ωB97M-V/def2-TZVPD

HOMO-LUMO gap   11.05 eV
Maximum force   2.70 eV/A
ΔE to the lowest compared entry with this formula, charge and spin   0.0 kcal/mol
2S+1   1
SMILES   C[C@@H]1C=C[C@](C)(F)[C@H]1F

```
19
C7H10F2 ωB97M-V/def2-TZVPD
C 0.907 0.172 1.199
C -0.062 -0.718 1.323
C 0.953 0.877 -0.125
C -0.275 0.367 -0.885
C -0.956 -0.808 0.125
C 2.255 0.566 -0.864
C -2.430 -0.576 0.378
F -1.183 1.361 -1.113
F -0.793 -2.025 -0.520
H 1.647 0.384 1.950
H -0.233 -1.342 2.183
H 0.862 1.960 0.012
H -0.049 -0.104 -1.843
H 2.295 -0.494 -1.110
H 3.110 0.807 -0.236
H 2.317 1.144 -1.783
H -2.820 -1.365 1.017
H -2.967 -0.589 -0.568
H -2.578 0.385 0.860
```



# 4
Formula: C10H18N3S2SbSe4SiZn
Source: OMol25
Level of theory: ωB97M-V/def2-TZVPD

HOMO-LUMO gap   5.00 eV
Maximum force   0.61 eV/A
ΔE to the lowest compared entry with this formula, charge and spin   17.5 kcal/mol
2S+1   1
Charge   -2

```
40
C10H18N3S2SbSe4SiZn ωB97M-V/def2-TZVPD
Zn -0.048 -0.569 -0.372
C 3.584 3.604 -4.164
Si 2.630 3.818 -2.555
C 3.494 5.153 -1.542
C 0.910 4.414 -2.964
C 2.772 2.211 -1.593
C 4.069 1.779 -1.328
C 4.333 0.589 -0.660
C 3.246 -0.157 -0.247
N 2.000 0.240 -0.455
C 1.728 1.378 -1.131
S 0.016 1.624 -1.365
H 3.568 4.522 -4.756
H 3.139 2.805 -4.762
H 4.628 3.337 -3.982
H 3.504 6.106 -2.077
H 4.529 4.883 -1.318
H 2.976 5.301 -0.592
H 0.999 5.338 -3.546
H 0.327 4.615 -2.066
H 0.355 3.678 -3.544
H 4.910 2.380 -1.664
H 5.343 0.249 -0.477
H 3.356 -1.108 0.264
C 0.011 -3.907 2.851
N -0.007 -2.456 2.778
C -0.988 -1.748 2.221
N -2.140 -2.332 1.933
S -0.736 -0.056 1.947
H 0.809 -4.205 3.531
H 0.159 -4.350 1.865
H -0.938 -4.273 3.241
H 0.868 -1.967 2.783
H -2.217 -3.352 1.729
H -2.792 -1.760 1.419
Se -1.102 -5.902 -2.820
Sb -2.038 -4.308 -1.252
Se 0.099 -2.832 -0.880
Se -3.764 -2.771 -1.989
Se -2.553 -5.335 0.938
```



# 5
Formula: CH4N4
Source: OMol25
Level of theory: ωB97M-V/def2-TZVPD

HOMO-LUMO gap   9.28 eV
Maximum force   0.77 eV/A
ΔE to the lowest compared entry with this formula, charge and spin   87.8 kcal/mol
2S+1   1

```
9
CH4N4 ωB97M-V/def2-TZVPD
N -0.815 -1.162 -0.001
C 0.941 0.275 -0.021
N -0.506 0.064 0.060
N -1.319 1.030 0.171
N 1.773 -0.614 -0.237
H -1.822 -1.291 0.063
H -0.855 1.934 0.187
H 1.365 -1.541 -0.359
H 1.238 1.305 0.137
```



# 6
Formula: C17H49N6O10V
Source: OMol25
Level of theory: ωB97M-V/def2-TZVPD

HOMO-LUMO gap   8.75 eV
Maximum force   14.85 eV/A
ΔE to the lowest compared entry with this formula, charge and spin   0.0 kcal/mol
2S+1   1

```
83
C17H49N6O10V ωB97M-V/def2-TZVPD
O 18.193 -16.550 -5.838
V 18.316 -15.644 -7.104
O 17.902 -14.158 -6.594
C 15.083 -14.623 -7.365
C 15.304 -15.975 -8.029
C 14.535 -16.035 -9.364
O 16.643 -16.375 -8.169
H 14.035 -14.514 -7.083
H 15.337 -13.788 -8.030
H 15.699 -14.522 -6.472
H 14.800 -16.712 -7.375
H 13.558 -15.562 -9.236
H 14.361 -17.058 -9.696
H 15.025 -15.418 -10.122
C 18.745 -14.839 -10.337
O 18.947 -14.554 -9.151
N 19.566 -14.338 -11.330
N 17.699 -15.587 -10.716
H 19.680 -14.856 -12.181
H 20.315 -13.747 -11.023
H 17.575 -15.879 -11.666
H 17.077 -15.912 -9.978
C 19.095 -18.518 -8.934
O 19.401 -17.715 -8.044
N 20.071 -19.321 -9.493
N 17.828 -18.616 -9.450
H 19.865 -20.008 -10.192
H 21.029 -19.115 -9.291
H 17.134 -17.990 -9.004
H 17.568 -19.473 -9.901
C 21.655 -14.901 -6.915
O 20.458 -15.180 -6.916
N 22.270 -14.338 -8.005
N 22.426 -15.142 -5.816
H 21.705 -14.056 -8.783
H 23.260 -14.196 -7.993
H 23.326 -14.706 -5.756
H 22.017 -15.623 -5.015
C 18.383 -14.465 -3.306
C 19.830 -14.876 -3.226
O 20.131 -15.875 -2.244
H 17.761 -15.221 -3.784
H 18.257 -13.530 -3.855
H 17.917 -14.237 -2.337
H 20.457 -13.998 -3.007
H 20.172 -15.197 -4.211
H 19.889 -15.522 -1.384
C 21.281 -18.520 -2.171
C 21.392 -17.856 -3.537
C 20.174 -18.109 -4.416
O 21.576 -16.446 -3.380
H 21.487 -19.590 -2.242
H 20.280 -18.383 -1.758
H 22.021 -18.083 -1.501
H 22.274 -18.246 -4.051
H 20.138 -19.147 -4.761
H 20.183 -17.492 -5.317
H 19.256 -17.890 -3.865
H 20.807 -16.115 -2.881
C 18.007 -9.631 -9.696
C 17.628 -10.978 -9.130
C 16.886 -11.861 -10.124
O 18.813 -11.641 -8.680
H 18.739 -9.785 -10.492
H 18.453 -9.004 -8.924
H 17.126 -9.134 -10.098
H 16.945 -10.875 -8.273
H 15.992 -11.392 -10.539
H 16.612 -12.814 -9.662
H 17.518 -12.113 -10.987
H 18.631 -12.585 -8.569
C 22.500 -10.310 -6.078
C 21.273 -11.178 -6.257
C 20.842 -11.897 -4.986
O 20.196 -10.307 -6.685
H 22.797 -9.889 -7.043
H 23.392 -10.864 -5.761
H 22.317 -9.507 -5.364
H 21.425 -11.883 -7.083
H 20.526 -11.141 -4.263
H 21.623 -12.566 -4.622
H 19.931 -12.462 -5.201
H 19.665 -10.824 -7.323
```



# 7
Formula: C3H8OS2
Source: OMol25
Level of theory: ωB97M-V/def2-TZVPD

HOMO-LUMO gap   8.52 eV
Maximum force   2.62 eV/A
ΔE to the lowest compared entry with this formula, charge and spin   4.5 kcal/mol
2S+1   1
SMILES   C1CSSC1.O

```
14
C3H8OS2 ωB97M-V/def2-TZVPD
S 1.224 1.693 1.740
S 1.548 2.179 -0.199
C 1.001 -0.015 1.164
C 0.351 1.113 -0.917
C 0.000 0.000 0.000
H 0.689 -0.649 2.016
H 2.003 -0.356 0.840
H 0.911 0.895 -1.847
H -0.498 1.772 -1.182
H -0.999 0.161 0.450
H -0.038 -0.946 -0.574
O 0.153 2.714 6.825
H 0.782 2.314 6.182
H 0.127 2.079 7.575
```



# 8
Formula: C3H7NO
Source: OMol25
Level of theory: ωB97M-V/def2-TZVPD

HOMO-LUMO gap   9.87 eV
Maximum force   3.58 eV/A
ΔE to the lowest compared entry with this formula, charge and spin   87.1 kcal/mol
2S+1   1
SMILES   C=CO.C=N

```
12
C3H7NO ωB97M-V/def2-TZVPD
C -1.596 0.206 0.231
N -2.011 0.659 -0.869
H -1.189 -0.814 0.235
H -1.811 0.569 1.294
H -2.937 1.307 -0.783
C 1.728 0.690 -0.040
C 0.980 -0.417 -0.152
O 1.136 -1.461 0.815
H 1.815 1.425 -0.803
H 2.297 0.862 0.864
H 0.546 -0.655 -1.159
H 1.041 -2.371 0.366
```